1.
{
  "formula": "C24H20ClO",
  "method": "the ωB97M-V functional and the def2-TZVPD basis",
  "lumo_energy_ev": -6.193,
  "total_charge": 1,
  "gap_ev": 4.57,
  "symbols": ["Cl", "C", "C", "C", "C", "C", "C", "C", "C", "C", "C", "C", "H", "H", "H", "H", "H", "H", "H", "H", "H", "H", "H", "C", "C", "C", "O", "C", "C", "C", "C", "C", "C", "C", "C", "C", "C", "H", "H", "H", "H", "H", "H", "H", "H", "H"],
  "coordinates": [[6.168, 1.651, -1.380], [4.448, 1.810, -1.492], [3.774, 2.818, -0.793], [2.382, 2.945, -0.913], [1.630, 2.020, -1.659], [0.076, 2.005, -1.637], [-0.814, 1.362, -2.739], [-2.273, 1.742, -2.254], [-2.041, 2.974, -1.412], [-0.733, 3.173, -1.115], [2.323, 1.017, -2.352], [3.714, 0.869, -2.230], [4.373, 3.518, -0.209], [1.905, 3.795, -0.413], [-0.651, 1.865, -3.704], [-0.650, 0.265, -2.824], [-2.964, 1.856, -3.109], [-2.646, 0.913, -1.616], [-2.883, 3.590, -1.127], [-0.271, 4.001, -0.583], [1.771, 0.337, -3.002], [4.232, 0.071, -2.744], [-0.114, 1.246, -0.910], [-0.363, -1.214, 3.024], [-1.727, -1.178, 2.657], [-2.245, -2.408, 2.187], [-1.391, -3.491, 2.106], [-0.087, -3.208, 1.748], [0.488, -2.000, 2.212], [1.759, -1.641, 1.640], [2.478, -2.534, 0.828], [1.948, -3.812, 0.577], [0.620, -4.094, 0.895], [-3.584, -2.528, 1.740], [-4.434, -1.434, 1.852], [-3.909, -0.156, 2.095], [-2.571, -0.029, 2.495], [0.065, -0.323, 3.499], [2.127, -0.621, 1.825], [3.460, -2.257, 0.411], [2.601, -4.573, 0.138], [0.160, -5.011, 0.526], [-3.969, -3.474, 1.357], [-5.520, -1.541, 1.757], [-4.551, 0.729, 2.000], [-2.111, 0.954, 2.651]],
  "nbo_charge": [0.020, -0.052, -0.224, -0.203, -0.012, -0.280, -0.374, -0.438, -0.187, -0.183, -0.203, -0.228, 0.234, 0.217, 0.212, 0.206, 0.229, 0.193, 0.215, 0.219, 0.218, 0.229, 0.194, 0.132, -0.190, 0.380, -0.421, 0.449, -0.206, -0.112, -0.215, -0.094, -0.286, -0.262, -0.097, -0.216, -0.113, 0.244, 0.243, 0.258, 0.248, 0.257, 0.258, 0.248, 0.254, 0.240]
}

2.
{
  "formula": "C24H20FeN3OS2",
  "method": "the ωB97M-V functional and the def2-TZVPD basis",
  "spin_multiplicity": 6,
  "lumo_energy_ev": [-0.153, -2.030],
  "total_charge": 0,
  "gap_ev": [7.76, 6.58],
  "s2": 8.80,
  "symbols": ["Fe", "C", "C", "N", "N", "C", "S", "S", "C", "C", "C", "C", "C", "C", "C", "C", "C", "C", "C", "C", "C", "O", "H", "H", "H", "H", "H", "H", "H", "H", "H", "H", "H", "H", "H", "H", "C", "C", "C", "C", "C", "C", "C", "C", "N", "H", "H", "H", "H", "H", "H"],
  "coordinates": [[0.253, 0.187, 0.583], [-1.032, -2.307, -2.831], [-0.213, -1.827, -1.665], [-0.748, -1.114, -0.739], [-2.127, -0.878, -0.892], [-2.479, 0.307, -0.563], [-1.428, 1.630, -0.042], [-4.229, 0.654, -0.745], [-4.766, 0.468, 0.999], [-5.070, 1.761, 1.702], [-4.090, 2.443, 2.416], [-4.388, 3.633, 3.064], [-5.672, 4.159, 3.007], [-6.655, 3.486, 2.294], [-6.354, 2.295, 1.649], [1.228, -2.153, -1.588], [1.686, -3.340, -2.181], [3.018, -3.698, -2.163], [3.936, -2.833, -1.568], [3.513, -1.659, -0.981], [2.159, -1.304, -0.960], [1.817, -0.185, -0.333], [-1.545, -1.462, -3.286], [-1.811, -2.991, -2.491], [-0.413, -2.790, -3.581], [-3.985, -0.096, 1.507], [-5.654, -0.161, 0.959], [-3.082, 2.046, 2.444], [-3.614, 4.154, 3.615], [-5.905, 5.086, 3.514], [-7.660, 3.887, 2.244], [-7.126, 1.773, 1.093], [0.969, -4.010, -2.639], [3.340, -4.627, -2.613], [4.990, -3.086, -1.558], [4.213, -0.981, -0.507], [0.808, 0.131, 2.779], [0.723, -1.238, 2.427], [-0.548, -1.871, 2.322], [-0.669, -3.167, 1.866], [0.470, -3.873, 1.499], [1.742, -3.284, 1.609], [1.870, -1.998, 2.059], [0.347, -5.221, 0.990], [0.247, -6.290, 0.580], [1.773, 0.603, 2.917], [-0.049, 0.612, 3.237], [-1.433, -1.315, 2.612], [-1.643, -3.630, 1.776], [2.614, -3.845, 1.303], [2.845, -1.533, 2.113]],
  "nbo_charge": [1.508, -0.687, 0.369, -0.447, -0.351, -0.046, -0.359, 0.241, -0.552, 0.053, -0.238, -0.193, -0.218, -0.204, -0.238, -0.235, -0.099, -0.280, -0.170, -0.284, 0.370, -0.839, 0.253, 0.253, 0.226, 0.227, 0.233, 0.215, 0.211, 0.214, 0.214, 0.209, 0.209, 0.221, 0.216, 0.223, -0.590, -0.141, -0.218, -0.150, -0.178, -0.102, -0.198, 0.273, -0.301, 0.228, 0.225, 0.226, 0.237, 0.233, 0.230]
}

3.
{
  "formula": "C24H20N3O11P",
  "method": "the ωB97M-V functional and the def2-TZVPD basis",
  "lumo_energy_ev": -0.779,
  "total_charge": 0,
  "smiles": "CC(=O)OC(=O)CN1C(=O)c2ccc(P(O)O)cc2C1=O.O=[N+]([O-])c1ccccc1.O=[N+]([O-])c1ccccc1",
  "gap_ev": 8.56,
  "symbols": ["C", "C", "O", "O", "C", "O", "C", "N", "C", "O", "C", "C", "C", "C", "P", "O", "O", "C", "C", "C", "O", "H", "H", "H", "H", "H", "H", "H", "H", "H", "H", "C", "C", "C", "C", "C", "C", "N", "O", "O", "H", "H", "H", "H", "H", "C", "C", "C", "C", "C", "C", "N", "O", "O", "H", "H", "H", "H", "H"],
  "coordinates": [[-0.880, 3.157, -2.440], [-2.131, 2.731, -1.745], [-2.592, 3.269, -0.792], [-2.727, 1.556, -2.259], [-3.892, 1.727, -2.935], [-4.456, 2.773, -3.062], [-4.396, 0.449, -3.575], [-4.971, -0.521, -2.603], [-4.441, -0.471, -1.261], [-4.933, 0.097, -0.335], [-3.228, -1.360, -1.235], [-2.189, -1.435, -0.334], [-1.177, -2.352, -0.605], [-1.228, -3.162, -1.742], [0.118, -4.364, -2.134], [0.508, -3.835, -3.651], [1.324, -3.759, -1.201], [-2.313, -3.104, -2.620], [-3.309, -2.184, -2.348], [-4.576, -1.854, -3.076], [-5.209, -2.503, -3.846], [-0.559, 4.094, -2.019], [-0.103, 2.424, -2.212], [-1.018, 3.218, -3.519], [-5.183, 0.741, -4.265], [-3.605, -0.005, -4.183], [-2.174, -0.796, 0.538], [-0.331, -2.426, 0.068], [0.089, -2.983, -3.837], [1.346, -2.793, -1.297], [-2.381, -3.736, -3.499], [5.899, -4.265, 3.050], [6.133, -3.941, 1.720], [5.154, -3.300, 0.979], [3.953, -2.991, 1.591], [3.697, -3.310, 2.912], [4.682, -3.953, 3.643], [2.920, -2.295, 0.815], [3.157, -2.046, -0.349], [1.878, -2.011, 1.376], [6.668, -4.762, 3.627], [7.080, -4.186, 1.260], [5.325, -3.045, -0.056], [2.749, -3.063, 3.365], [4.501, -4.209, 4.678], [-0.220, 5.218, 4.474], [-1.054, 5.098, 3.370], [-0.543, 4.676, 2.154], [0.805, 4.377, 2.071], [1.655, 4.494, 3.156], [1.133, 4.920, 4.366], [1.344, 3.908, 0.787], [0.566, 3.844, -0.148], [2.517, 3.609, 0.729], [-0.625, 5.544, 5.423], [-2.107, 5.331, 3.457], [-1.186, 4.577, 1.289], [2.705, 4.256, 3.062], [1.781, 5.016, 5.226]],
  "nbo_charge": [-0.728, 0.821, -0.502, -0.559, 0.780, -0.528, -0.314, -0.516, 0.683, -0.476, -0.137, -0.157, -0.194, -0.387, 1.358, -0.980, -0.983, -0.207, -0.084, 0.682, -0.484, 0.261, 0.255, 0.233, 0.244, 0.209, 0.240, 0.245, 0.487, 0.492, 0.238, -0.175, -0.207, -0.205, 0.087, -0.207, -0.208, 0.527, -0.384, -0.389, 0.221, 0.224, 0.251, 0.249, 0.224, -0.176, -0.206, -0.208, 0.079, -0.212, -0.211, 0.527, -0.405, -0.368, 0.220, 0.227, 0.265, 0.247, 0.222]
}

4.
{
  "formula": "C24H21F9O4",
  "method": "the ωB97M-V functional and the def2-TZVPD basis",
  "lumo_energy_ev": -1.432,
  "total_charge": 0,
  "smiles": "CC(=O)OCCCCCCC1=CC(=O)C(C(F)(F)c2cccc(C(F)(F)F)c2)=C(C(F)(F)C(F)F)C1=O",
  "gap_ev": 8.68,
  "symbols": ["C", "C", "O", "O", "C", "C", "C", "C", "C", "C", "C", "C", "C", "O", "C", "C", "F", "F", "C", "C", "C", "C", "C", "C", "F", "F", "F", "C", "C", "C", "F", "F", "C", "F", "F", "C", "O", "H", "H", "H", "H", "H", "H", "H", "H", "H", "H", "H", "H", "H", "H", "H", "H", "H", "H", "H", "H", "H"],
  "coordinates": [[5.977, -2.179, 0.849], [5.906, -1.097, -0.267], [6.314, -1.390, -1.355], [5.439, 0.200, -0.061], [4.291, 0.220, 0.825], [3.605, 1.619, 0.925], [3.466, 2.380, -0.443], [2.784, 1.538, -1.590], [1.646, 2.283, -2.371], [0.475, 2.850, -1.456], [-0.003, 1.790, -0.428], [-0.179, 0.479, -0.757], [-0.624, -0.508, 0.370], [-0.133, -1.588, 0.521], [-1.739, 0.093, 1.321], [-2.851, -0.884, 1.721], [-2.256, -1.911, 2.474], [-3.927, -0.431, 2.433], [-3.420, -1.606, 0.442], [-4.615, -1.069, -0.216], [-5.206, -1.720, -1.378], [-4.585, -2.927, -1.915], [-3.407, -3.468, -1.294], [-2.680, -4.744, -1.803], [-1.623, -4.476, -2.618], [-3.553, -5.542, -2.487], [-2.246, -5.452, -0.710], [-2.861, -2.805, -0.117], [-1.554, 1.385, 1.657], [-2.585, 2.126, 2.549], [-2.047, 3.403, 2.788], [-2.760, 1.590, 3.800], [-3.981, 2.438, 1.831], [-4.304, 3.764, 1.871], [-4.039, 1.901, 0.553], [-0.281, 2.116, 1.082], [0.448, 2.809, 1.726], [7.011, -2.604, 0.902], [5.298, -3.038, 0.606], [5.692, -1.823, 1.867], [3.602, -0.621, 0.555], [4.675, -0.023, 1.859], [2.575, 1.456, 1.328], [4.170, 2.247, 1.667], [4.499, 2.679, -0.760], [2.889, 3.323, -0.230], [2.478, 0.548, -1.165], [3.595, 1.302, -2.334], [2.100, 3.077, -3.016], [1.168, 1.549, -3.080], [0.811, 3.810, -1.002], [-0.393, 3.037, -2.147], [-0.011, 0.140, -1.800], [-5.152, -0.166, 0.147], [-6.134, -1.297, -1.825], [-5.051, -3.397, -2.812], [-1.963, -3.263, 0.343], [-4.752, 1.877, 2.426]],
  "nbo_charge": [-0.748, 0.799, -0.549, -0.531, -0.082, -0.414, -0.412, -0.427, -0.388, -0.458, -0.023, -0.284, 0.555, -0.481, -0.091, 0.677, -0.331, -0.322, -0.118, -0.177, -0.218, -0.198, -0.071, 0.967, -0.315, -0.325, -0.324, -0.187, -0.121, 0.628, -0.331, -0.307, 0.515, -0.306, -0.341, 0.556, -0.463, 0.253, 0.248, 0.218, 0.180, 0.180, 0.216, 0.217, 0.220, 0.207, 0.204, 0.230, 0.224, 0.200, 0.237, 0.238, 0.245, 0.236, 0.233, 0.239, 0.260, 0.158]
}